[1]
{"formula": "C34H70BN2O14", "method": "ωB97M-V/def2-TZVPD", "symbols": ["O", "C", "O", "B", "O", "C", "O", "O", "C", "O", "C", "O", "O", "C", "C", "C", "O", "H", "H", "H", "H", "H", "H", "H", "H", "C", "C", "C", "O", "H", "H", "H", "H", "H", "H", "H", "H", "C", "C", "C", "O", "H", "H", "H", "H", "H", "H", "H", "H", "C", "C", "C", "O", "H", "H", "H", "H", "H", "H", "H", "H", "C", "C", "C", "C", "C", "C", "N", "O", "C", "C", "C", "H", "H", "H", "H", "H", "H", "H", "H", "H", "H", "H", "H", "H", "H", "H", "H", "H", "H", "H", "C", "C", "C", "C", "C", "C", "N", "O", "C", "C", "C", "H", "H", "H", "H", "H", "H", "H", "H", "H", "H", "H", "H", "H", "H", "H", "H", "H", "H", "H"], "coordinates": [[1.649892, 4.190983, -1.353113], [1.431929, 3.593496, -0.342994], [0.611715, 2.569039, -0.202769], [0.537265, 2.150329, 1.205774], [1.557474, 2.999762, 1.882845], [2.010680, 3.919581, 1.058113], [2.865483, 4.726505, 1.289306], [0.818574, 0.720393, 1.340096], [-0.092532, 0.146153, 2.116454], [-0.152213, -1.026711, 2.332464], [-1.116621, 1.233745, 2.513988], [-0.783099, 2.323057, 1.832704], [-2.071080, 1.093410, 3.196876], [5.973441, 2.129842, -1.517694], [4.789170, 2.092138, -0.576532], [4.549530, 0.707547, -0.000516], [5.059026, 2.995272, 0.479644], [6.832702, 1.598846, -1.098343], [6.235388, 3.137753, -1.828904], [5.749856, 1.547398, -2.419628], [3.912857, 2.382131, -1.173209], [5.433388, 0.215355, 0.422488], [4.191282, -0.044506, -0.714464], [3.836245, 0.762563, 0.826620], [4.274523, 3.173105, 1.009288], [-3.095329, 0.700365, -2.526224], [-1.858579, 1.447649, -2.079792], [-0.884554, 1.703467, -3.231607], [-2.135492, 2.663538, -1.401241], [-4.028512, 0.987737, -2.043856], [-2.978994, -0.356390, -2.243004], [-3.199617, 0.601162, -3.608559], [-1.314889, 0.811093, -1.367751], [0.000022, 2.202625, -2.824847], [-1.269747, 2.477945, -3.904548], [-0.584376, 0.825697, -3.800312], [-1.308247, 3.037156, -1.079555], [5.894985, 7.688717, 3.907098], [5.771596, 6.161110, 3.876332], [4.527290, 5.774241, 4.673476], [5.610673, 5.748702, 2.520490], [6.385016, 8.057523, 4.810052], [4.926837, 8.178310, 3.770120], [6.465047, 8.032327, 3.037957], [6.645542, 5.709588, 4.339678], [3.587578, 6.094021, 4.228945], [4.645989, 6.081444, 5.718285], [4.455568, 4.683459, 4.781376], [4.718202, 6.021362, 2.277801], [0.887423, 7.084009, -5.094988], [1.513163, 6.807436, -3.756460], [2.020552, 8.024606, -3.018358], [0.500508, 6.181223, -2.963827], [1.621173, 7.466777, -5.805157], [0.025012, 7.746071, -4.990527], [0.457174, 6.163515, -5.493995], [2.354800, 6.114111, -3.877422], [1.311820, 8.850418, -2.941958], [2.922626, 8.473430, -3.465163], [2.393032, 7.755469, -2.027164], [0.928014, 5.567482, -2.349020], [-3.191055, -4.448406, 3.983677], [-3.934016, -3.683435, 2.880130], [-2.979837, -3.634896, 1.692280], [-3.640065, -3.178904, 0.374904], [-4.831424, -4.028307, 0.065938], [-5.828302, -4.167432, 1.247304], [-5.087588, -4.456586, 2.470858], [-5.937397, -4.766520, 3.558581], [-6.716236, -2.914819, 1.371828], [-6.756526, -5.343482, 0.941299], [-4.190276, -2.252405, 3.349750], [-2.722161, -5.368606, 3.645344], [-3.924711, -4.694176, 4.758842], [-2.487598, -3.795248, 4.498852], [-2.102865, -3.009117, 1.869608], [-2.577302, -4.640839, 1.512712], [-2.843341, -3.215278, -0.372721], [-3.866317, -2.117721, 0.513552], [-4.581073, -5.062092, -0.193485], [-5.483366, -3.661167, -0.732511], [-7.341317, -2.778405, 0.485378], [-7.384817, -3.061043, 2.223978], [-6.166392, -1.990224, 1.532857], [-7.561407, -5.398399, 1.678450], [-7.211246, -5.221412, -0.039525], [-6.200115, -6.279204, 1.050021], [-4.410585, -1.566347, 2.531665], [-3.333504, -1.861022, 3.898980], [-5.035140, -2.105944, 4.033177], [-6.075556, -5.714988, 3.489020], [1.086443, -5.970110, -1.829400], [0.006130, -5.013507, -1.315479], [0.098019, -4.785471, 0.192820], [1.193569, -3.791321, 0.592143], [1.150918, -2.482663, -0.192918], [1.011350, -2.667923, -1.704351], [0.011164, -3.683359, -1.934946], [-0.260684, -3.769156, -3.345104], [0.496084, -1.340163, -2.247032], [2.392500, -2.947168, -2.319676], [-1.375846, -5.631829, -1.585100], [1.251472, -6.803894, -1.143567], [2.071641, -5.508363, -1.913630], [0.860128, -6.300363, -2.844178], [-0.880252, -4.537160, 0.602155], [0.457665, -5.699315, 0.679679], [2.189924, -4.241618, 0.498892], [1.086771, -3.615788, 1.665990], [2.098542, -1.960763, -0.023582], [0.394103, -1.863503, 0.287596], [-0.572864, -1.220704, -2.046734], [0.925756, -0.462059, -1.759889], [0.626105, -1.286992, -3.329751], [2.963511, -3.663122, -1.720487], [2.252442, -3.409222, -3.299106], [3.001789, -2.045954, -2.365538], [-1.421174, -6.154618, -2.548584], [-2.163389, -4.907079, -1.399831], [-1.450929, -6.515761, -0.938558], [-1.115543, -4.209170, -3.357300]], "forces_ev_per_a": [[0.244, -0.009, -0.301], [-0.549, 0.343, 0.527], [-0.198, 0.051, -0.212], [-0.052, -0.281, 0.439], [-0.257, 0.164, 0.102], [0.600, -0.884, -0.196], [-0.280, 0.472, 0.124], [0.310, 0.117, 0.116], [0.126, -0.035, -0.572], [-0.166, -0.205, 0.537], [0.512, 0.055, -0.985], [0.247, 0.451, -0.030], [-0.738, -0.171, 0.762], [0.175, -0.793, -0.473], [0.178, -0.311, 0.059], [-0.130, -0.963, 0.252], [0.283, 0.158, -0.176], [0.087, 0.414, 0.278], [0.031, 0.069, 0.175], [-0.210, 0.169, 0.002], [-0.121, 0.199, 0.281], [0.260, 0.580, -0.005], [-0.274, 0.395, -0.167], [-0.175, -0.007, -0.177], [0.134, 0.012, -0.071], [-0.294, -1.240, 0.136], [1.327, -0.094, 0.071], [0.147, 1.056, 0.093], [-0.921, 0.106, -0.321], [0.087, 0.455, -0.135], [0.091, 0.128, 0.160], [-0.175, 0.704, -0.037], [-0.125, -0.066, 0.011], [0.202, -0.387, 0.063], [-0.384, -0.323, -0.115], [-0.111, -0.115, 0.102], [0.060, -0.226, -0.051], [0.461, 0.270, -0.515], [-1.551, 1.070, -0.209], [0.660, -1.386, 0.883], [0.493, -0.160, 0.488], [-0.173, 0.034, 0.061], [-0.123, -0.166, 0.331], [0.288, -0.181, 0.190], [0.179, -0.254, -0.441], [0.070, 0.402, 0.017], [-0.314, 0.513, -0.159], [0.028, 0.059, -0.399], [-0.041, -0.280, -0.284], [-0.300, -0.176, -0.317], [-0.275, -0.329, 0.678], [1.193, 0.788, 0.046], [0.084, -0.036, -0.128], [-0.132, 0.201, -0.027], [0.242, 0.317, 0.019], [0.252, -0.110, -0.015], [-0.042, -0.030, -0.075], [-0.322, -0.284, 0.090], [-0.224, -0.226, -0.393], [-0.446, -0.130, 0.112], [-0.098, 0.091, -0.094], [-0.960, 0.260, 0.950], [1.010, 0.231, 0.262], [-0.013, -0.404, -1.173], [1.015, 0.468, 0.920], [-1.312, -0.548, 0.342], [-0.224, 0.831, 0.015], [0.416, -1.343, -0.611], [-0.462, 0.636, 0.087], [-0.215, 0.000, 0.177], [0.063, -0.102, 0.722], [-0.592, 0.767, 0.480], [0.060, 0.019, -0.164], [0.125, -0.182, -0.056], [0.338, -0.077, -0.359], [-0.168, 0.171, 0.391], [-0.265, -0.035, 0.217], [-0.279, 0.010, -0.289], [-0.364, -0.036, -0.328], [0.484, 0.121, -0.101], [0.434, 0.163, -0.278], [0.057, -0.086, -0.033], [0.024, 0.115, 0.000], [0.109, -0.072, -0.058], [-0.073, 0.155, -0.092], [0.118, -0.191, -0.116], [0.011, -0.010, -0.454], [0.286, -0.045, -0.090], [0.165, 0.010, -0.288], [-0.040, -0.576, -0.015], [0.179, -0.073, 0.038], [0.722, 0.180, -0.145], [0.038, 0.218, -0.133], [1.247, -0.156, 0.277], [0.018, 0.118, 0.000], [0.399, -0.398, 0.916], [0.365, 0.735, 0.669], [-1.251, 0.006, -0.014], [0.551, -0.295, 0.103], [-0.723, 0.262, -0.448], [-0.003, -0.741, 0.123], [0.805, -1.242, 0.077], [-0.403, -0.219, -0.202], [-0.152, 0.239, 0.149], [-0.120, -0.255, 0.121], [0.227, 0.237, -0.095], [-0.647, -0.325, -0.179], [-0.156, -0.228, -0.237], [0.005, 0.312, -0.063], [-0.097, 0.143, -0.001], [-0.267, 0.064, -0.609], [-0.019, -0.357, -0.038], [0.543, -0.216, -0.087], [0.069, 0.160, 0.055], [-0.074, 0.047, 0.052], [0.184, 0.314, -0.148], [-0.150, 0.119, -0.224], [-0.213, 0.727, -0.323], [-0.187, -0.194, -0.098], [-0.310, 0.396, 0.422], [-0.177, 0.191, -0.141]], "lowdin_charge": [0.15, -0.36, 0.21, -0.88, 0.24, -0.38, 0.14, 0.22, -0.37, 0.14, -0.39, 0.23, 0.17, -0.06, -0.50, -0.05, -0.03, 0.08, 0.08, 0.08, 0.13, 0.08, 0.07, 0.08, 0.05, -0.05, -0.49, -0.05, -0.04, 0.08, 0.06, 0.07, 0.11, 0.07, 0.09, 0.07, 0.06, -0.08, -0.48, -0.07, -0.05, 0.07, 0.08, 0.07, 0.13, 0.08, 0.08, 0.08, 0.07, -0.07, -0.51, -0.07, -0.06, 0.08, 0.08, 0.08, 0.14, 0.08, 0.08, 0.08, 0.03, -0.03, -0.52, -0.14, -0.17, -0.13, -0.52, -0.10, -0.02, -0.03, -0.05, -0.02, 0.08, 0.08, 0.08, 0.12, 0.10, 0.09, 0.11, 0.11, 0.12, 0.08, 0.08, 0.07, 0.08, 0.09, 0.09, 0.06, 0.08, 0.09, 0.10, -0.02, -0.51, -0.12, -0.16, -0.13, -0.52, -0.08, -0.01, -0.04, -0.03, -0.04, 0.08, 0.06, 0.08, 0.08, 0.12, 0.11, 0.11, 0.12, 0.09, 0.08, 0.09, 0.08, 0.07, 0.08, 0.08, 0.08, 0.07, 0.10, 0.08], "charge": -1, "multiplicity": 1, "lumo_ev": 2.2, "homo_ev": -6.2}

=====

[2]
{"formula": "C2H4Cl2", "method": "ωB97M-V/def2-TZVPD", "symbols": ["Cl", "C", "C", "Cl", "H", "H", "H", "H"], "coordinates": [[-1.397548, 0.575881, 1.432152], [0.202076, 0.415886, 0.660067], [-0.045759, -0.238497, -0.699510], [-0.199853, -2.032691, -0.567487], [0.934464, -0.036507, 1.328676], [0.664566, 1.394683, 0.532929], [0.749681, -0.228614, -1.444680], [-0.907626, 0.149860, -1.242148]], "forces_ev_per_a": [[0.299, 0.112, 0.390], [0.137, 0.437, -0.828], [0.824, -0.898, -0.501], [-0.457, 0.057, 0.273], [-0.497, -0.831, -0.165], [-0.587, 0.347, -0.295], [0.467, 0.793, 0.543], [-0.186, -0.018, 0.582]], "lowdin_charge": [0.54, -0.65, -0.66, 0.50, 0.07, 0.07, 0.05, 0.06], "multiplicity": 1, "de_lowest_kcal_mol": 8.1, "smiles": "ClCCCl", "lumo_ev": 0.9, "homo_ev": -10.7}

=====

[3]
{"formula": "C2H4N3P", "method": "ωB97M-V/def2-TZVPD", "symbols": ["C", "C", "N", "N", "N", "P", "H", "H", "H", "H"], "coordinates": [[0.253238, -0.881601, -0.010388], [0.635583, 0.348440, -0.275599], [-0.979308, -1.395670, -0.092349], [-1.989985, -0.482868, -0.060050], [1.629220, 1.167741, 0.013612], [-2.090913, 1.166229, -0.128994], [0.939161, -1.695708, 0.331165], [-2.863875, -1.077761, 0.007021], [2.393691, 0.990478, 0.726581], [2.073192, 1.860724, -0.510998]], "forces_ev_per_a": [[-0.107, -2.304, 0.661], [-0.876, 3.379, -0.798], [-1.286, 0.767, 1.452], [-0.822, -2.244, -0.316], [2.090, -1.300, 2.741], [2.413, -0.868, 0.099], [-0.076, 0.760, -0.918], [1.096, 1.212, -0.583], [-1.898, -0.457, -0.259], [-0.534, 1.055, -2.079]], "lowdin_charge": [-0.31, -0.23, -0.08, -0.55, 0.04, 0.71, 0.13, 0.08, 0.13, 0.07], "multiplicity": 1, "de_lowest_kcal_mol": 101.2, "lumo_ev": [-0.6, -0.6], "homo_ev": [-7.1, -7.1]}

=====

| no. | DFT total energy (eV) |
| --- | --- |
| 1 | -68720.639 |
| 2 | -27183.609 |
| 3 | -15892.739 |